{
  "formula": "C9H4N4O4ReSbSe4",
  "method": "ωB97M-V with the def2-TZVPD basis set",
  "species": ["Re", "Se", "Sb", "Se", "Se", "Se", "O", "C", "O", "C", "C", "C", "C", "C", "C", "N", "O", "O", "H", "H", "H", "H", "N", "C", "N", "C", "N"],
  "xyz": [[2.233, -0.337, -1.265], [5.705, -2.794, -2.782], [5.371, -0.593, -3.285], [2.399, -0.367, -3.512], [4.171, 0.610, -0.685], [5.938, 1.418, -4.217], [0.687, -0.722, 0.020], [0.136, 0.451, -0.162], [0.910, 1.113, -1.018], [-1.045, 0.944, 0.402], [-1.528, 2.203, -0.018], [-2.708, 2.675, 0.509], [-3.359, 1.890, 1.446], [-2.906, 0.658, 1.892], [-1.736, 0.168, 1.357], [-4.640, 2.404, 2.014], [-5.087, 1.806, 2.965], [-5.068, 3.429, 1.537], [-0.982, 2.786, -0.747], [-3.135, 3.623, 0.216], [-3.474, 0.120, 2.637], [-1.350, -0.792, 1.670], [0.938, -6.028, 1.362], [1.464, -5.177, 0.795], [2.074, -4.197, 0.149], [2.313, -3.164, -0.351], [2.679, -2.127, -0.929]],
  "nbo_charge": [0.93, -0.14, 0.97, 0.23, 0.29, -0.10, -0.64, 0.79, -0.60, -0.19, -0.09, -0.21, 0.16, -0.21, -0.09, 0.51, -0.32, -0.32, 0.25, 0.29, 0.29, 0.25, -0.15, 0.37, -0.38, 0.76, -0.65],
  "e_lumo_ha": -0.3714,
  "multiplicity": 1,
  "charge": 2,
  "gap_ha": 0.2176
}


{
  "formula": "C9H54NO19",
  "method": "ωB97M-V with the def2-TZVPD basis set",
  "species": ["C", "C", "C", "C", "C", "C", "N", "O", "C", "C", "C", "H", "H", "H", "H", "H", "H", "H", "H", "H", "H", "H", "H", "H", "H", "H", "H", "H", "H", "O", "H", "H", "O", "H", "H", "O", "H", "H", "O", "H", "H", "O", "H", "H", "O", "H", "H", "O", "H", "H", "O", "H", "H", "O", "H", "H", "O", "H", "H", "O", "H", "H", "O", "H", "H", "O", "H", "H", "O", "H", "H", "O", "H", "H", "O", "H", "H", "O", "H", "H", "O", "H", "H"],
  "xyz": [[-1.597, -2.351, 0.522], [-1.432, -0.839, 0.269], [-1.749, -0.140, 1.612], [-1.290, 1.283, 1.684], [0.207, 1.261, 1.460], [0.700, 0.620, 0.157], [-0.044, -0.615, -0.141], [0.314, -1.310, -1.315], [2.210, 0.365, 0.295], [0.504, 1.632, -0.963], [-2.543, -0.413, -0.733], [-2.080, -2.864, -0.310], [-2.273, -2.489, 1.372], [-0.607, -2.744, 0.734], [-1.293, -0.738, 2.409], [-2.821, -0.212, 1.820], [-1.443, 1.734, 2.668], [-1.850, 1.871, 0.948], [0.671, 0.778, 2.323], [0.570, 2.295, 1.435], [2.331, -0.434, 1.028], [2.654, 1.270, 0.724], [2.709, 0.155, -0.644], [0.908, 2.634, -0.786], [-0.550, 1.832, -1.214], [0.778, 1.263, -1.956], [-2.496, 0.619, -1.090], [-3.508, -0.639, -0.272], [-2.516, -0.994, -1.659], [-4.023, 1.807, 3.672], [-4.472, 2.075, 2.863], [-3.501, 2.578, 3.927], [1.759, 0.372, -5.195], [2.431, -0.141, -4.731], [1.008, 0.380, -4.584], [4.086, -2.853, 0.036], [3.735, -2.427, -0.762], [4.497, -3.662, -0.282], [2.867, -1.320, -2.619], [2.094, -1.247, -2.007], [3.268, -0.444, -2.616], [2.482, -1.891, 4.130], [2.396, -0.995, 3.777], [2.645, -2.445, 3.353], [0.280, -3.855, 3.734], [0.934, -3.139, 3.647], [0.002, -4.045, 2.831], [0.573, 5.314, 0.074], [1.200, 6.039, -0.023], [0.709, 4.766, -0.711], [-3.650, 0.961, -3.481], [-3.818, 0.837, -4.424], [-4.316, 0.421, -3.039], [-4.124, 3.595, -0.495], [-4.234, 2.714, -0.120], [-3.176, 3.766, -0.434], [6.345, 0.206, -0.198], [5.479, -0.069, -0.523], [6.940, 0.061, -0.940], [0.110, 3.107, -4.814], [0.745, 2.688, -5.408], [-0.115, 2.409, -4.183], [1.141, -4.038, -0.684], [0.741, -3.153, -0.839], [0.691, -4.379, 0.093], [4.613, 3.072, -1.904], [3.825, 2.651, -1.538], [4.874, 3.717, -1.239], [-0.813, 0.395, -3.667], [-1.709, 0.751, -3.587], [-0.698, -0.169, -2.871], [-2.766, -0.592, 5.025], [-1.973, -0.439, 5.550], [-3.019, 0.278, 4.680], [-1.297, -2.600, -3.360], [-0.975, -2.017, -2.637], [-1.694, -1.998, -3.997], [2.116, 1.244, 4.554], [1.296, 1.006, 4.104], [2.266, 2.166, 4.318], [-4.410, -4.884, 2.213], [-3.565, -5.345, 2.258], [-4.262, -4.063, 2.697]],
  "lowdin_charge": [-0.02, -0.48, -0.16, -0.18, -0.14, -0.50, -0.16, -0.27, -0.01, -0.04, -0.04, 0.09, 0.07, 0.06, 0.12, 0.11, 0.10, 0.10, 0.09, 0.12, 0.09, 0.09, 0.05, 0.06, 0.08, 0.07, 0.06, 0.08, 0.05, -0.04, 0.05, 0.05, -0.07, 0.01, -0.01, -0.07, 0.00, 0.03, -0.08, 0.01, 0.02, -0.05, 0.01, 0.05, -0.06, -0.01, 0.01, -0.07, 0.03, 0.02, -0.05, 0.06, 0.05, -0.06, 0.02, 0.03, -0.06, 0.01, 0.03, -0.08, 0.02, -0.01, -0.08, 0.00, 0.00, -0.06, 0.02, 0.03, -0.08, 0.01, 0.01, -0.06, 0.03, -0.01, -0.08, -0.02, 0.01, -0.05, 0.01, 0.04, -0.07, 0.03, 0.03],
  "e_lumo_ha": 0.0632,
  "multiplicity": 1,
  "charge": -1,
  "gap_ha": 0.2092
}


{
  "formula": "C9H5AgF6N4O8S3",
  "method": "ωB97M-V with the def2-TZVPD basis set",
  "species": ["Ag", "F", "C", "F", "F", "S", "O", "O", "N", "S", "O", "O", "C", "F", "F", "F", "C", "C", "N", "C", "C", "N", "C", "O", "O", "C", "O", "O", "H", "H", "H", "H", "H", "S", "C", "N"],
  "xyz": [[0.701, 0.194, 0.957], [1.486, -1.085, 5.236], [0.976, -1.565, 4.080], [0.379, -2.721, 4.335], [1.954, -1.714, 3.221], [-0.268, -0.239, 3.625], [0.569, 0.928, 3.447], [-1.142, -0.284, 4.766], [-1.159, -0.528, 2.300], [-1.111, -1.741, 1.265], [-0.064, -2.704, 1.480], [-1.444, -1.348, -0.075], [-2.614, -2.635, 1.734], [-3.672, -1.819, 1.731], [-2.467, -3.160, 2.953], [-2.820, -3.621, 0.855], [1.710, -0.900, -2.636], [0.782, 0.268, -2.517], [0.413, 0.822, -1.399], [-0.447, 1.853, -1.722], [-0.582, 1.928, -3.092], [0.199, 0.910, -3.561], [-1.294, 2.768, -4.116], [-1.991, 3.740, -3.689], [-1.082, 2.449, -5.303], [-1.038, 2.638, -0.589], [-1.906, 3.580, -0.870], [-0.720, 2.367, 0.555], [2.040, -1.180, -1.638], [2.596, -0.645, -3.227], [1.212, -1.757, -3.104], [0.286, 0.733, -4.546], [-2.076, 3.670, -1.880], [5.669, 0.522, 0.384], [4.032, 0.240, 0.488], [2.892, 0.034, 0.549]],
  "nbo_charge": [0.86, -0.33, 0.75, -0.31, -0.29, 2.20, -0.92, -0.94, -1.23, 2.22, -0.94, -0.91, 0.69, -0.31, -0.32, -0.32, -0.66, 0.38, -0.49, -0.05, 0.03, -0.50, 0.74, -0.77, -0.75, 0.79, -0.69, -0.63, 0.27, 0.22, 0.21, 0.43, 0.53, -0.43, 0.17, -0.68],
  "e_lumo_ha": 0.1697,
  "multiplicity": 1,
  "charge": -2,
  "gap_ha": 0.2750
}


{
  "formula": "C9H5AsCl3MoNO8S3",
  "method": "ωB97M-V with the def2-TZVPD basis set",
  "species": ["Mo", "O", "As", "O", "O", "C", "C", "C", "C", "C", "C", "S", "O", "O", "O", "H", "H", "H", "H", "H", "S", "C", "N", "Cl", "C", "Cl", "Cl", "C", "O", "O", "S"],
  "xyz": [[0.352, 0.286, 0.287], [-1.663, -3.451, -0.890], [-2.201, -1.934, -0.221], [-3.437, -2.197, 0.803], [-0.813, -1.288, 0.534], [-2.906, -1.061, -1.831], [-3.776, -1.953, -2.468], [-4.523, -1.580, -3.570], [-4.432, -0.284, -4.057], [-3.577, 0.609, -3.440], [-2.812, 0.231, -2.338], [-1.674, 1.542, -1.805], [-2.527, 2.745, -1.756], [-1.431, 1.026, -0.344], [1.234, 1.219, -0.773], [-1.113, -3.296, -1.702], [-3.861, -2.961, -2.083], [-5.177, -2.303, -4.044], [-5.019, 0.026, -4.913], [-3.491, 1.627, -3.799], [4.036, -2.787, 1.154], [2.787, -1.801, 0.838], [1.895, -1.081, 0.624], [1.496, -2.310, -5.415], [0.681, -1.108, -4.381], [1.787, 0.228, -4.074], [-0.754, -0.492, -5.250], [0.144, -1.770, -3.040], [-0.362, -2.889, -3.194], [0.259, -1.072, -2.028], [0.499, 1.274, 2.155]],
  "nbo_charge": [1.45, -1.06, 2.48, -1.15, -1.05, -0.42, -0.18, -0.22, -0.22, -0.23, -0.16, 1.55, -1.00, -0.94, -0.51, 0.52, 0.23, 0.20, 0.20, 0.23, -0.30, 0.26, -0.58, -0.02, -0.19, 0.03, -0.01, 0.76, -0.72, -0.74, -0.19],
  "e_lumo_ha": [0.1526, 0.1525],
  "multiplicity": 1,
  "charge": -2,
  "gap_ha": [0.2774, 0.2773]
}